{
  "formula": "CH4",
  "method": "ωB97M-V with the def2-TZVPD basis set",
  "elements": ["C", "H", "H", "H", "H"],
  "xyz": [[0.02566, -0.06052, -0.00686], [0.33961, 0.89908, -0.45498], [-1.01302, -0.30502, -0.37825], [-0.30240, 0.36934, 0.84164], [0.82183, -0.60027, 0.03274]],
  "mulliken_charge": [-1.1309, 0.2720, 0.2421, 0.3293, 0.2876],
  "de_lowest_kj_mol": 94.9,
  "e_tot_ev": -1100.833,
  "e_lumo_ev": 1.31,
  "homo_lumo_gap_ev": 13.84,
  "smiles": "C",
  "homo_energy_ha": -0.460
}